(1)
An isolated molecule of C5H9N at a distorted geometry. Source: the OMol25 dataset; level of theory: wB97M-V/def2-TZVPD.

CARTESIAN COORDINATES (ANGSTROEM)
C (-1.47, 1.35, -1.17)
N (-0.36, 0.35, -1.16)
C (-0.14, -0.23, 0.11)
C (-1.12, -0.66, 0.93)
C (2.14, -0.42, 1.23)
C (1.28, -0.67, 0.23)
H (-1.55, 1.88, -0.21)
H (-2.33, 0.72, -1.37)
H (-1.23, 2.19, -1.86)
H (0.53, 0.68, -1.52)
H (-2.06, -0.55, 0.41)
H (-1.13, -1.31, 1.79)
H (2.94, -1.14, 1.37)
H (1.98, 0.43, 1.91)
H (1.52, -1.53, -0.39)

## Properties
Energy above the lowest of the compared OMol25 structures with the same formula, charge and spin: 211.3 kJ/mol
DFT total energy: -250.58645 Ha
Orbital gap: 0.342 Ha
Lowest unoccupied orbital energy: 1.03 eV

So, what does the Mulliken scheme give us? The charges, in e, come out as: number 1, C, carries -0.92; number 2, N, carries -0.35; number 3, C, carries 0.62; number 4, C, carries -0.91; number 5, C, carries -0.62; number 6, C, carries -0.43; number 7, H, carries 0.33; number 8, H, carries 0.29; number 9, H, carries 0.32; number 10, H, carries 0.30; number 11, H, carries 0.22; number 12, H, carries 0.36; number 13, H, carries 0.23; number 14, H, carries 0.29; number 15, H, carries 0.26

(2)
A structure of composition C37H34ClN3O5PSSe2Sn. Source: the OMol25 dataset; level of theory: wB97M-V/def2-TZVPD.

CARTESIAN COORDINATES (ANGSTROEM)
Sn (1.28, 0.79, -0.27)
Cl (-5.56, -1.19, -2.28)
C (-3.83, -1.44, -2.33)
C (-3.13, -0.99, -3.36)
C (-1.67, -1.29, -3.50)
C (-1.05, -1.95, -2.24)
O (1.01, -1.72, -2.51)
C (-1.93, -2.28, -1.08)
C (-1.31, -2.73, 0.18)
N (-0.06, -2.86, 0.22)
C (0.67, -3.23, 1.37)
C (0.15, -3.42, 2.62)
C (0.98, -3.72, 3.72)
C (2.33, -3.85, 3.56)
C (2.90, -3.67, 2.28)
C (4.29, -3.76, 2.05)
C (4.78, -3.56, 0.79)
C (3.87, -3.25, -0.24)
N (2.58, -3.17, -0.08)
C (2.08, -3.36, 1.17)
C (-3.24, -2.08, -1.16)
H (-3.62, -0.48, -4.18)
H (-1.23, -1.28, -5.60)
H (-2.00, -2.92, 1.01)
H (-0.91, -3.29, 2.80)
H (0.54, -3.83, 4.70)
H (2.97, -4.07, 4.40)
H (4.95, -4.00, 2.87)
H (5.84, -3.62, 0.58)
H (4.23, -3.07, -1.25)
H (-3.88, -2.29, -0.31)
O (-1.55, 0.64, -0.37)
C (-2.12, 1.87, -0.79)
C (-2.36, 1.78, -2.28)
C (-1.15, 1.33, -3.11)
C (-0.65, -0.11, -3.28)
C (-1.51, -2.02, -4.85)
C (-0.54, -3.15, -4.90)
C (0.18, -3.56, -3.87)
C (0.14, -2.87, -2.55)
N (-0.05, -0.81, -2.07)
H (-1.76, 0.46, 0.57)
H (-1.44, 2.69, -0.57)
H (-3.06, 2.05, -0.26)
H (-2.59, 2.80, -2.62)
H (-3.24, 1.18, -2.49)
H (-0.28, 1.90, -2.75)
H (-1.32, 1.64, -4.15)
H (-2.49, -2.41, -5.16)
H (-0.46, -3.66, -5.85)
H (0.86, -4.39, -3.97)
H (0.39, -3.53, -1.72)
Se (-1.95, 0.38, 2.80)
P (-0.30, 1.80, 2.44)
Se (1.47, 3.13, -0.99)
C (-1.09, 3.48, 2.51)
C (-0.49, 4.52, 1.81)
C (-1.06, 5.79, 1.80)
C (-2.25, 6.02, 2.48)
C (-2.85, 4.99, 3.18)
C (-2.28, 3.72, 3.19)
C (0.72, 1.87, 3.97)
C (1.45, 3.02, 4.30)
C (2.29, 3.03, 5.40)
C (2.44, 1.89, 6.18)
C (1.74, 0.74, 5.86)
C (0.88, 0.73, 4.76)
H (0.42, 4.33, 1.25)
H (-0.58, 6.58, 1.24)
H (-2.70, 7.00, 2.45)
H (-3.78, 5.16, 3.71)
H (-2.76, 2.91, 3.72)
H (1.35, 3.91, 3.69)
H (2.84, 3.93, 5.64)
H (3.11, 1.91, 7.04)
H (1.85, -0.15, 6.46)
H (0.32, -0.16, 4.51)
C (1.80, 2.00, -4.84)
S (1.84, 0.36, -4.22)
O (0.29, -0.04, -4.36)
O (2.51, -0.49, -5.16)
O (2.29, 0.44, -2.87)
H (1.42, 1.99, -5.86)
H (2.83, 2.35, -4.81)
H (1.20, 2.61, -4.17)

## Properties
Energy above the lowest of the compared OMol25 structures with the same formula, charge and spin: 695.8 kJ/mol
DFT total energy: -8187.68226 Ha
Orbital gap: 0.194 Ha
Total charge: -1
Lowest unoccupied orbital energy: 1.47 eV

So, what does the Mulliken scheme give us? The charges, in e, come out as: number 1, Sn, carries 0.75; number 2, Cl, carries -0.25; number 3, C, carries 0.47; number 4, C, carries -2.46; number 5, C, carries 2.29; number 6, C, carries 0.89; number 7, O, carries -0.29; number 8, C, carries -0.13; number 9, C, carries -0.37; number 10, N, carries 0.26; number 11, C, carries 0.17; number 12, C, carries -0.79; number 13, C, carries -0.93; number 14, C, carries -0.92; number 15, C, carries 1.06; number 16, C, carries -0.66; number 17, C, carries -0.84; number 18, C, carries -0.11; number 19, N, carries 0.03; number 20, C, carries 0.42; number 21, C, carries -0.90; number 22, H, carries 0.44; number 23, H, carries 0.47; number 24, H, carries 0.19; number 25, H, carries 0.26; number 26, H, carries 0.39; number 27, H, carries 0.37; number 28, H, carries 0.39; number 29, H, carries 0.39; number 30, H, carries 0.46; number 31, H, carries 0.41; number 32, O, carries 1.06; number 33, C, carries -0.61; number 34, C, carries -0.99; number 35, C, carries -1.19; number 36, C, carries 1.61; number 37, C, carries -1.39; number 38, C, carries -0.98; number 39, C, carries -0.88; number 40, C, carries 0.05; number 41, N, carries 0.71; number 42, H, carries -0.62; number 43, H, carries 0.19; number 44, H, carries 0.43; number 45, H, carries 0.52; number 46, H, carries 0.24; number 47, H, carries -0.54; number 48, H, carries 0.48; number 49, H, carries 0.66; number 50, H, carries 0.44; number 51, H, carries 0.45; number 52, H, carries 0.31; number 53, Se, carries -0.80; number 54, P, carries 0.48; number 55, Se, carries -0.78; number 56, C, carries 0.36; number 57, C, carries -0.37; number 58, C, carries -0.77; number 59, C, carries -0.42; number 60, C, carries -0.55; number 61, C, carries -0.50; number 62, C, carries 0.74; number 63, C, carries -0.59; number 64, C, carries -0.59; number 65, C, carries -0.43; number 66, C, carries -0.56; number 67, C, carries -0.48; number 68, H, carries 0.36; number 69, H, carries 0.39; number 70, H, carries 0.36; number 71, H, carries 0.36; number 72, H, carries 0.35; number 73, H, carries 0.32; number 74, H, carries 0.38; number 75, H, carries 0.35; number 76, H, carries 0.38; number 77, H, carries 0.22; number 78, C, carries -0.95; number 79, S, carries 1.11; number 80, O, carries -0.51; number 81, O, carries -0.68; number 82, O, carries -0.45; number 83, H, carries 0.30; number 84, H, carries 0.40; number 85, H, carries 0.23

(3)
A cluster of 2 separate species, CH2Cl2O3 in total at a distorted geometry. Source: the OMol25 dataset; level of theory: wB97M-V/def2-TZVPD.

CARTESIAN COORDINATES (ANGSTROEM)
C (0.99, 0.76, -0.07)
O (0.80, 0.47, -1.20)
O (-1.56, -0.73, -0.14)
O (1.31, 0.07, 1.01)
Cl (1.02, 2.41, 0.44)
Cl (1.43, -1.60, 0.95)
H (-1.76, -1.35, -0.81)
H (-2.23, -0.02, -0.17)

## Properties
Energy above the lowest of the compared OMol25 structures with the same formula, charge and spin: 47.5 kJ/mol
DFT total energy: -1185.34890 Ha
Orbital gap: 0.394 Ha
Lowest unoccupied orbital energy: -0.48 eV

So, what does the Mulliken scheme give us? The charges, in e, come out as: number 1, C, carries 0.67; number 2, O, carries -0.38; number 3, O, carries -0.58; number 4, O, carries -0.21; number 5, Cl, carries -0.14; number 6, Cl, carries 0.05; number 7, H, carries 0.30; number 8, H, carries 0.30